Entry 1:
Below is a molecular structure, C4H10O, with properties calculated with ωB97M-V/def2-TZVPD.

Summary:
- energy above the lowest of the compared OMol25 structures with the same formula, charge and spin (kJ/mol) = 328.9
- LUMO (Eh) = 0.034
- HOMO energy (eV) = -8.93

CARTESIAN COORDINATES (ANGSTROEM)
C -1.15 1.46 0.74
C 0.09 1.02 0.00
C 0.03 0.56 -1.31
C 0.70 -1.81 0.18
O 1.13 0.68 0.69
H -2.05 1.22 0.17
H -1.18 0.93 1.70
H -1.13 2.53 0.95
H -0.83 0.78 -1.93
H 0.97 0.45 -1.84
H 0.16 -0.76 -0.68
H -0.12 -2.41 -0.20
H 1.63 -2.30 -0.14
H 0.61 -1.89 1.28
H 1.16 -0.47 0.40

=====

Entry 2:
Below is 3 unconnected molecules or ions with the total composition C4H10O in a non-equilibrium geometry, with properties calculated with ωB97M-V/def2-TZVPD.

Summary:
- energy above the lowest of the compared OMol25 structures with the same formula, charge and spin (kJ/mol) = 769.8
- LUMO (Eh) = -0.064
- HOMO energy (eV) = -7.65

CARTESIAN COORDINATES (ANGSTROEM)
C -0.41 -0.71 -0.04
O -1.66 1.21 -2.38
C -0.46 0.36 1.08
C 0.60 -0.74 1.09
C 2.01 -0.40 0.62
H -1.32 0.39 -1.99
H -0.89 -1.70 -0.11
H -1.73 1.00 -3.32
H -0.30 1.36 0.70
H -1.26 0.29 1.82
H 1.08 0.63 2.31
H 0.42 -1.53 1.81
H 2.48 -1.38 0.44
H 1.99 0.11 -0.35
H 2.60 0.15 1.37

=====

Entry 3:
Below is a molecular structure, C4H10O in a non-equilibrium geometry, with properties calculated with ωB97M-V/def2-TZVPD.

Summary:
- energy above the lowest of the compared OMol25 structures with the same formula, charge and spin (kJ/mol) = 395.6
- LUMO (Eh) = 0.033
- HOMO energy (eV) = -8.36

CARTESIAN COORDINATES (ANGSTROEM)
C 0.61 -1.84 -1.12
C 0.05 -0.97 -0.03
C 0.47 0.46 -0.01
C -0.50 1.30 0.79
O 0.08 2.57 0.94
H 1.10 -1.39 -1.98
H 0.82 -2.89 -0.93
H -0.57 -1.60 -1.11
H -1.37 -0.85 -0.26
H -0.01 -1.49 0.92
H 0.55 0.85 -1.04
H 1.47 0.54 0.43
H -1.47 1.35 0.27
H -0.68 0.81 1.76
H -0.57 3.15 1.36

=====

Entry 4:
Below is C4H10O2 in the gas phase, with properties calculated with ωB97M-V/def2-TZVPD.

Summary:
- energy above the lowest of the compared OMol25 structures with the same formula, charge and spin (kJ/mol) = 46.1
- LUMO (Eh) = 0.027
- HOMO energy (eV) = -10.06
- structure (SMILES) = CC(C)(O)CO

CARTESIAN COORDINATES (ANGSTROEM)
C 0.52 1.59 0.04
C 0.30 0.08 0.05
C 0.65 -0.53 -1.32
O 1.13 -0.47 1.05
C -1.15 -0.24 0.45
O -1.23 -1.62 0.78
H 0.36 2.00 1.04
H 1.54 1.82 -0.27
H -0.17 2.07 -0.66
H 0.11 -0.03 -2.13
H 1.73 -0.41 -1.49
H 0.42 -1.60 -1.34
H 0.72 -1.33 1.25
H -1.41 0.39 1.31
H -1.84 -0.02 -0.37
H -1.68 -1.71 1.62

=====

Entry 5:
Below is C4H10O2 in the gas phase, with properties calculated with ωB97M-V/def2-TZVPD.

Summary:
- energy above the lowest of the compared OMol25 structures with the same formula, charge and spin (kJ/mol) = 109.0
- LUMO (Eh) = 0.034
- HOMO energy (eV) = -9.89
- structure (SMILES) = COC[C@@H](C)O

CARTESIAN COORDINATES (ANGSTROEM)
C 2.23 0.26 -0.81
O 1.24 0.26 0.19
C 0.24 -0.71 -0.02
C -1.02 -0.28 0.72
C -1.41 1.14 0.37
O -2.10 -1.12 0.34
H 2.87 -0.63 -0.77
H 1.78 0.33 -1.82
H 2.85 1.15 -0.66
H 0.58 -1.70 0.33
H -0.01 -0.80 -1.10
H -0.84 -0.35 1.80
H -2.26 1.47 0.96
H -1.67 1.20 -0.70
H -0.56 1.81 0.55
H -1.91 -2.02 0.63

=====

Entry 6:
Below is 2 unconnected molecules or ions with the total composition C4H10O2, with properties calculated with ωB97M-V/def2-TZVPD.

Summary:
- energy above the lowest of the compared OMol25 structures with the same formula, charge and spin (kJ/mol) = 21.0
- LUMO (Eh) = 0.032
- HOMO energy (eV) = -10.00
- structure (SMILES) = CCC(C)=O.O

CARTESIAN COORDINATES (ANGSTROEM)
C 1.29 -1.53 1.41
C 0.35 -1.40 0.22
C 0.14 0.03 -0.21
O 0.99 0.88 -0.01
C -1.17 0.36 -0.88
O -0.24 3.33 -0.78
H 1.52 -2.58 1.62
H 2.23 -1.00 1.22
H 0.84 -1.09 2.31
H 0.75 -1.93 -0.65
H -0.62 -1.86 0.43
H -1.88 0.63 -0.09
H 0.34 2.63 -0.46
H -1.58 -0.50 -1.42
H -1.07 1.23 -1.53
H 0.25 3.77 -1.48

=====

Entry 7:
Below is 4 unconnected molecules or ions with the total composition C4H10O2 in a non-equilibrium geometry, with properties calculated with ωB97M-V/def2-TZVPD.

Summary:
- energy above the lowest of the compared OMol25 structures with the same formula, charge and spin (kJ/mol) = 453.6
- LUMO (Eh) = -0.019
- HOMO energy (eV) = -9.34

CARTESIAN COORDINATES (ANGSTROEM)
C 0.60 -0.36 2.16
C -0.31 -0.78 1.26
C 0.07 -1.00 -0.10
C -0.72 -1.18 -1.18
H 1.60 -0.13 1.84
H 0.48 -0.49 3.24
H -1.77 -0.17 1.42
H 1.11 -1.34 -0.18
H -0.18 -1.68 -1.99
H -1.71 -0.78 -1.31
H -0.53 1.09 0.42
H -1.56 1.92 -0.27
O -0.75 2.03 0.23
H 0.83 0.37 -2.16
H 1.25 1.54 -1.34
O 1.58 0.96 -2.04

=====

Entry 8:
Below is C4H10O2 in the gas phase in a non-equilibrium geometry, with properties calculated with ωB97M-V/def2-TZVPD.

Summary:
- energy above the lowest of the compared OMol25 structures with the same formula, charge and spin (kJ/mol) = 241.7
- LUMO (Eh) = 0.027
- HOMO energy (eV) = -10.15
- structure (SMILES) = CC[C@@H](O)CO

CARTESIAN COORDINATES (ANGSTROEM)
C -2.11 -0.50 -0.08
C -1.08 0.33 0.63
C 0.33 -0.38 -0.03
O 0.14 -0.75 -1.37
C 1.49 0.60 0.21
O 2.63 0.44 -0.63
H -3.04 -0.05 -0.41
H -1.54 -0.70 -1.01
H -2.28 -1.46 0.43
H -1.20 1.40 0.36
H -1.00 0.25 1.72
H 0.46 -1.33 0.53
H 1.11 -1.04 -1.26
H 1.76 0.41 1.25
H 1.09 1.61 0.10
H 3.24 1.18 -0.44

=====

Entry 9:
Below is C4H10O2 in the gas phase in a non-equilibrium geometry, with properties calculated with ωB97M-V/def2-TZVPD.

Summary:
- energy above the lowest of the compared OMol25 structures with the same formula, charge and spin (kJ/mol) = 275.0
- LUMO (Eh) = 0.036
- HOMO energy (eV) = -9.50
- structure (SMILES) = CO[C@H](C)CO

CARTESIAN COORDINATES (ANGSTROEM)
C 1.05 -1.41 -0.16
O 1.71 0.79 0.17
C 0.50 1.26 -0.36
C -0.58 0.47 0.43
C -1.78 -0.02 -0.33
O 0.17 -0.69 0.93
H 0.56 -2.36 -0.11
H 1.05 -1.01 -1.20
H 2.12 -1.48 0.12
H 0.35 1.07 -1.44
H 0.43 2.34 -0.21
H -0.90 1.09 1.29
H -2.46 -0.58 0.33
H -1.46 -0.68 -1.13
H -2.34 0.82 -0.76
H 1.29 0.20 0.97

=====

Entry 10:
Below is 2 unconnected molecules or ions with the total composition C4H10O2, with properties calculated with ωB97M-V/def2-TZVPD.

Summary:
- energy above the lowest of the compared OMol25 structures with the same formula, charge and spin (kJ/mol) = 100.4
- LUMO (Eh) = 0.019
- HOMO energy (eV) = -8.62
- structure (SMILES) = C/C=C(/C)O.O

CARTESIAN COORDINATES (ANGSTROEM)
C 0.43 0.86 -1.75
C -0.81 0.61 -0.96
C -0.85 0.53 0.36
O 0.26 0.45 1.14
C -2.10 0.41 1.15
H 0.16 1.31 -2.69
H 1.05 0.00 -2.01
H 1.10 1.58 -1.27
H -1.78 0.73 -1.41
H 1.05 0.47 0.58
H -2.91 0.14 0.49
H -2.35 1.31 1.72
H -1.99 -0.34 1.92
H 3.25 -2.05 1.27
H 2.29 -3.08 0.64
O 3.22 -2.90 0.81

=====

Entry 11:
Below is C4H10O2 in the gas phase in a non-equilibrium geometry, with properties calculated with ωB97M-V/def2-TZVPD.

Summary:
- energy above the lowest of the compared OMol25 structures with the same formula, charge and spin (kJ/mol) = 111.6
- LUMO (Eh) = 0.033
- HOMO energy (eV) = -10.10
- structure (SMILES) = CC[C@@H](O)CO

CARTESIAN COORDINATES (ANGSTROEM)
C -2.18 -0.59 -0.10
C -0.98 0.20 0.45
C 0.44 -0.19 0.00
O 0.43 -0.56 -1.35
C 1.47 0.91 0.20
O 2.66 0.30 -0.30
H -3.10 -0.22 0.36
H -2.29 -0.47 -1.18
H -2.11 -1.66 0.12
H -1.16 1.26 0.19
H -0.99 0.16 1.55
H 1.01 -1.03 0.62
H 1.37 -0.48 -1.59
H 1.56 1.14 1.27
H 1.27 1.83 -0.36
H 2.60 -0.57 0.13

=====

Entry 12:
Below is 2 unconnected molecules or ions with the total composition C4H10O2, with properties calculated with ωB97M-V/def2-TZVPD.

Summary:
- energy above the lowest of the compared OMol25 structures with the same formula, charge and spin (kJ/mol) = 111.8
- LUMO (Eh) = 0.033
- HOMO energy (eV) = -9.70
- structure (SMILES) = CCC(C)=O.O

CARTESIAN COORDINATES (ANGSTROEM)
C 1.52 0.97 -0.06
C 0.00 -0.56 0.13
C 0.06 -1.20 -1.23
O 0.15 -1.19 1.17
C -0.05 0.91 0.12
O -2.37 -0.18 1.12
H 1.92 1.30 0.89
H 2.03 0.00 -0.23
H 1.78 1.59 -0.91
H 0.20 -0.48 -2.05
H 0.85 -1.95 -1.25
H -0.91 -1.69 -1.34
H -1.59 -0.67 1.43
H -0.37 1.35 1.07
H -0.66 1.34 -0.69
H -2.54 0.45 1.83

=====

Entry 13:
Below is 2 unconnected molecules or ions with the total composition C4H10O2 in a non-equilibrium geometry, with properties calculated with ωB97M-V/def2-TZVPD.

Summary:
- energy above the lowest of the compared OMol25 structures with the same formula, charge and spin (kJ/mol) = 114.4
- LUMO (Eh) = 0.026
- HOMO energy (eV) = -9.65
- structure (SMILES) = CC(C)C=O.O

CARTESIAN COORDINATES (ANGSTROEM)
C -0.35 1.51 0.48
C -0.66 0.16 -0.11
C 0.21 -1.01 0.43
C -2.17 -0.09 0.07
O -0.41 2.56 -0.07
H -0.03 1.35 1.55
H -0.57 0.19 -1.20
H 0.79 -1.38 -0.42
H 0.94 -0.51 1.08
H -0.33 -1.79 0.96
H -2.77 0.46 -0.65
H -2.26 -1.17 -0.09
H -2.48 -0.01 1.11
H 3.29 -0.13 -0.27
H 3.69 0.23 -1.66
O 3.11 -0.38 -1.19

=====

Entry 14:
Below is 2 unconnected molecules or ions with the total composition C4H10O2 in a non-equilibrium geometry, with properties calculated with ωB97M-V/def2-TZVPD.

Summary:
- energy above the lowest of the compared OMol25 structures with the same formula, charge and spin (kJ/mol) = 173.5
- LUMO (Eh) = 0.030
- HOMO energy (eV) = -9.83
- structure (SMILES) = C/C=C/CO.O

CARTESIAN COORDINATES (ANGSTROEM)
C -0.54 2.09 -0.72
C -0.31 -1.13 1.40
O -1.39 -2.06 1.41
C -0.16 -0.23 0.25
C -0.73 0.98 0.26
H -1.38 2.31 -1.39
H 0.31 1.85 -1.37
H -0.32 2.97 -0.11
H 0.67 -1.64 1.47
H -0.38 -0.49 2.28
H -1.32 -2.45 0.54
H 0.32 -0.49 -0.70
H -1.46 1.08 1.07
H 2.06 0.61 -2.73
H 2.27 0.28 -1.18
O 2.63 0.25 -2.04

=====

Entry 15:
Below is 2 unconnected molecules or ions with the total composition C4H10O2 in a non-equilibrium geometry, with properties calculated with ωB97M-V/def2-TZVPD.

Summary:
- energy above the lowest of the compared OMol25 structures with the same formula, charge and spin (kJ/mol) = 180.4
- LUMO (Eh) = 0.033
- HOMO energy (eV) = -9.88
- structure (SMILES) = CC=O.CCO

CARTESIAN COORDINATES (ANGSTROEM)
C 1.50 0.18 0.55
O 2.21 1.32 0.98
C 1.40 0.11 -0.96
H 2.04 -0.76 0.75
H 0.54 0.11 1.10
H 2.99 1.16 1.50
H 2.50 0.28 -1.26
H 1.06 -0.82 -1.44
H 0.79 0.97 -1.31
O -1.40 -1.63 0.99
C -1.57 -0.97 -0.01
C -2.61 0.15 0.01
H -1.00 -1.14 -0.92
H -2.00 0.83 0.58
H -3.53 -0.23 0.48
H -2.93 0.42 -1.01